(1)
A cluster of 2 separate species, C2H4I2N2O in total. Source: the Open Molecules 2025 dataset; level of theory: ωB97M-V/def2-TZVPD.

Atoms and positions in Å:
N (-0.726, -1.496, 0.437)
C (0.318, -1.641, 1.004)
C (-0.968, 0.724, -0.292)
N (-1.592, -0.591, -0.073)
H (0.075, 0.762, -0.623)
I (3.043, 0.081, -1.033)
I (3.204, 2.516, 0.031)
H (-0.792, 1.154, 0.642)
O (1.152, -1.995, 1.743)
H (-2.000, -0.767, -0.983)
H (-1.713, 1.251, -0.854)

Results
SMILES: CNN=C=O.II
E_LUMO: -1.87 eV
Energy: -858.68823 hartree
Relative energy (zero: lowest compared OMol25 entry of this formula, charge and spin): 26.8 kJ/mol
Frontier orbital gap: 7.0 eV


(2)
A structure of composition C2H4I2S. Source: the Open Molecules 2025 dataset; level of theory: ωB97M-V/def2-TZVPD.

Atoms and positions in Å:
H (1.024, -0.527, -1.859)
H (-0.333, 0.733, -1.626)
H (-1.754, 1.256, 0.959)
S (-0.745, 0.938, 1.806)
I (1.431, -1.374, 1.719)
C (0.741, 0.339, -1.260)
I (-1.552, -1.931, 0.260)
H (1.379, 1.012, -0.810)
C (-0.191, -0.446, 0.812)

Results
E_LUMO (spin up / spin down): -0.65 / -0.60 eV
Energy: -1072.04207 hartree
Relative energy (zero: lowest compared OMol25 entry of this formula, charge and spin): 276.7 kJ/mol
Frontier orbital gap (spin up / spin down): 7.6 / 7.6 eV


(3)
A cluster of 2 separate species, C2H4IN in total. Source: the Open Molecules 2025 dataset; level of theory: ωB97M-V/def2-TZVPD.

Atoms and positions in Å:
H (-0.918, 1.004, -2.148)
H (0.832, 0.702, -1.937)
C (0.322, -1.003, 2.293)
H (-0.280, 1.532, -0.703)
H (-0.305, -0.168, -0.841)
C (-0.197, 0.740, -1.484)
N (0.730, 0.054, 2.272)
I (-0.184, -2.861, 2.547)

Results
SMILES: N#CI.C
E_LUMO: -0.01 eV
Energy: -431.00371 hartree
Relative energy (zero: lowest compared OMol25 entry of this formula, charge and spin): 77.3 kJ/mol
Frontier orbital gap: 10.7 eV


(4)
A cluster of 2 separate species, C2H4INO in total. Source: the Open Molecules 2025 dataset; level of theory: ωB97M-V/def2-TZVPD.

Atoms and positions in Å:
I (-3.146, -0.023, 0.023)
H (1.107, 0.078, -0.062)
C (-1.250, 0.611, -0.017)
H (1.618, -1.310, -0.863)
C (1.108, -0.982, -0.006)
N (-0.511, 1.551, -0.132)
H (1.646, -1.208, 0.853)
O (-0.177, -1.160, 0.067)
H (-0.396, 2.442, 0.138)

Results
E_LUMO: -0.28 eV
Energy: -506.13613 hartree
Relative energy (zero: lowest compared OMol25 entry of this formula, charge and spin): 362.4 kJ/mol
Frontier orbital gap: 8.4 eV


(5)
An isolated molecule of C2H4INO. Source: the Open Molecules 2025 dataset; level of theory: ωB97M-V/def2-TZVPD.

Atoms and positions in Å:
C (0.307, -0.814, 0.293)
H (-1.172, 2.656, 0.743)
O (-0.977, -0.611, 0.776)
H (0.722, -1.409, 0.998)
I (-2.447, 0.697, 2.891)
H (0.793, 0.055, 0.279)
H (0.355, -1.270, -0.647)
N (-0.906, 1.682, 0.562)
C (-1.332, 0.707, 1.150)

Results
SMILES: [H]/N=C(\I)OC
E_LUMO: 0.51 eV
Energy: -506.24340 hartree
Relative energy (zero: lowest compared OMol25 entry of this formula, charge and spin): 80.7 kJ/mol
Frontier orbital gap: 10.2 eV


(6)
A structure of composition C2H4INO. Source: the Open Molecules 2025 dataset; level of theory: ωB97M-V/def2-TZVPD.

Atoms and positions in Å:
C (3.233, -2.299, -3.747)
O (1.406, -1.167, -1.882)
H (2.421, -1.342, -0.221)
I (1.701, -3.579, -3.889)
N (4.029, -1.457, -3.775)
H (0.941, -0.291, -0.052)
H (-2.158, -0.270, -1.006)
C (1.508, -0.916, -0.704)
H (-1.704, -0.736, -1.489)

Results
E_LUMO: 0.00 eV
Energy: -506.18725 hartree
Relative energy (zero: lowest compared OMol25 entry of this formula, charge and spin): 228.1 kJ/mol
Frontier orbital gap: 10.3 eV


(7)
An isolated molecule of C2H4INO. Source: the Open Molecules 2025 dataset; level of theory: ωB97M-V/def2-TZVPD.

Atoms and positions in Å:
H (0.534, -2.098, 1.479)
H (-0.376, 1.386, 0.672)
H (-1.744, 0.639, 0.084)
N (-0.217, -1.447, 1.156)
O (-0.455, 0.909, -1.476)
C (0.156, -0.549, 0.371)
I (2.186, -0.556, -0.513)
C (-0.631, 0.586, -0.094)
H (0.547, 1.130, -1.680)

Results
SMILES: [H]/N=C(\I)CO
E_LUMO: 0.11 eV
Energy: -506.25360 hartree
Relative energy (zero: lowest compared OMol25 entry of this formula, charge and spin): 54.0 kJ/mol
Frontier orbital gap: 10.0 eV


(8)
An isolated molecule of C2H4INOS. Source: the Open Molecules 2025 dataset; level of theory: ωB97M-V/def2-TZVPD.

Atoms and positions in Å:
C (1.751, -0.835, -0.403)
H (-0.865, -1.169, 0.144)
H (-1.279, -0.120, -1.064)
H (2.784, -0.799, -0.925)
N (0.704, -0.517, -1.034)
H (1.989, -0.988, 0.701)
C (-0.515, -0.291, -0.372)
I (-2.860, 1.670, 2.210)
O (-0.325, 0.933, 0.339)
S (-1.383, 2.115, 0.403)

Results
SMILES: C=NCOSI
E_LUMO: -0.38 eV
Energy: -904.40408 hartree
Relative energy (zero: lowest compared OMol25 entry of this formula, charge and spin): 179.7 kJ/mol
Frontier orbital gap: 8.3 eV


(9)
An isolated molecule of C2H4INOS. Source: the Open Molecules 2025 dataset; level of theory: ωB97M-V/def2-TZVPD.

Atoms and positions in Å:
O (1.346, -1.055, 0.268)
H (1.038, 1.178, 0.665)
S (2.540, -0.135, -0.446)
C (0.064, -0.972, -0.159)
N (-0.708, 0.216, 0.182)
H (0.030, -1.070, -1.253)
C (-0.112, 1.250, 0.425)
H (-0.447, -1.710, 0.220)
H (-0.651, 2.217, 0.717)
I (-3.099, 0.081, -0.620)

Results
E_LUMO (spin up / spin down): -2.33 / -1.39 eV
Energy: -904.34192 hartree
Relative energy (zero: lowest compared OMol25 entry of this formula, charge and spin): 342.9 kJ/mol
Frontier orbital gap (spin up / spin down): 6.1 / 7.8 eV


(10)
A structure of composition C2H4INS. Source: the Open Molecules 2025 dataset; level of theory: ωB97M-V/def2-TZVPD.

Atoms and positions in Å:
S (-0.040, 1.588, 0.265)
C (-1.009, -0.988, 0.159)
H (-0.172, -1.211, -0.525)
C (-1.021, 0.193, 0.716)
H (-1.796, 0.462, 1.417)
H (-1.747, -1.884, 0.315)
N (1.284, 0.730, -1.024)
H (1.885, 1.401, -1.485)
I (2.616, -0.293, 0.162)

Results
E_LUMO: -0.69 eV
Energy: -829.13583 hartree
Relative energy (zero: lowest compared OMol25 entry of this formula, charge and spin): 228.5 kJ/mol
Frontier orbital gap: 8.0 eV


(11)
A structure of composition C2H4INS. Source: the Open Molecules 2025 dataset; level of theory: ωB97M-V/def2-TZVPD.

Atoms and positions in Å:
I (-3.131, -0.619, -0.138)
S (-1.843, 1.286, 0.097)
H (0.015, 0.728, -1.578)
H (0.517, -1.470, -0.419)
C (0.284, 0.709, -0.617)
N (1.359, -0.449, 1.119)
H (0.637, 1.657, -0.135)
C (0.670, -0.497, 0.035)
H (1.493, -1.345, 1.638)

Results
E_LUMO: -1.06 eV
Energy: -829.16913 hartree
Relative energy (zero: lowest compared OMol25 entry of this formula, charge and spin): 141.1 kJ/mol
Frontier orbital gap: 7.6 eV


(12)
A structure of composition C2H4IO3S. Source: the Open Molecules 2025 dataset; level of theory: ωB97M-V/def2-TZVPD.

Atoms and positions in Å:
H (0.104, 0.388, -1.530)
C (-0.105, 0.085, -0.374)
S (2.010, 1.986, 0.058)
C (0.999, 0.008, 0.530)
H (-0.706, 0.941, -0.166)
O (2.125, 1.746, -1.352)
H (-0.784, -0.783, -0.465)
O (3.264, 2.028, 0.758)
I (2.751, -1.168, -0.002)
O (0.973, 3.003, 0.309)
H (0.868, -0.339, 1.633)

Results
Charge: -1
E_LUMO: 3.02 eV
Energy: -1000.22562 hartree
Relative energy (zero: lowest compared OMol25 entry of this formula, charge and spin): 21.1 kJ/mol
Frontier orbital gap: 7.6 eV


(13)
A cluster of 2 separate species, C2H4IO3S in total. Source: the Open Molecules 2025 dataset; level of theory: ωB97M-V/def2-TZVPD.

Atoms and positions in Å:
O (4.123, 1.411, 0.314)
H (-0.012, -0.389, -0.137)
I (0.827, -2.758, 0.813)
O (2.496, 2.015, -1.405)
H (0.268, -0.510, -2.518)
C (0.876, -0.982, -0.352)
O (3.904, 0.056, -1.782)
C (0.921, -1.232, -1.866)
S (3.320, 1.000, -0.843)
H (2.006, -1.354, -2.122)
H (0.484, -2.171, -2.155)

Results
Charge: -1
E_LUMO (spin up / spin down): 2.68 / 2.81 eV
Energy: -1000.16863 hartree
Relative energy (zero: lowest compared OMol25 entry of this formula, charge and spin): 170.7 kJ/mol
Frontier orbital gap (spin up / spin down): 5.9 / 7.5 eV


(14)
A structure of composition C2H4IO4S. Source: the Open Molecules 2025 dataset; level of theory: ωB97M-V/def2-TZVPD.

Atoms and positions in Å:
I (2.964, 1.555, -0.143)
O (-1.147, 1.669, -0.333)
H (1.044, -0.771, -1.291)
H (2.185, -0.100, 1.783)
H (-1.796, -1.165, 0.415)
O (-0.280, -1.920, -0.083)
C (1.554, 0.421, 1.004)
O (-2.180, -0.332, 0.611)
O (-1.988, 0.135, -1.908)
S (-1.277, 0.254, -0.596)
C (0.197, -0.821, -0.589)
H (0.723, 1.074, 1.130)

Results
Charge: -1
E_LUMO (spin up / spin down): 2.95 / 2.95 eV
Energy: -1075.38305 hartree
Relative energy (zero: lowest compared OMol25 entry of this formula, charge and spin): 412.7 kJ/mol
Frontier orbital gap (spin up / spin down): 6.7 / 6.7 eV


(15)
A structure of composition C2H4LaO2. Source: the Open Molecules 2025 dataset; level of theory: ωB97M-V/def2-TZVPD.

Atoms and positions in Å:
H (-3.836, 0.354, 0.469)
O (0.230, 0.332, -0.891)
H (-3.551, -1.075, -0.548)
H (-1.980, 1.240, -0.880)
C (-3.093, -0.414, 0.205)
C (-1.953, 0.248, -0.416)
H (-2.685, -1.027, 1.050)
O (-0.825, -0.262, -0.203)
La (2.681, 0.554, 0.254)

Results
Charge: +2
<S²>: 0.751
2S+1: 2
E_LUMO (spin up / spin down): -9.33 / -9.22 eV
Energy: -259.83959 hartree
Relative energy (zero: lowest compared OMol25 entry of this formula, charge and spin): 61.8 kJ/mol
Frontier orbital gap (spin up / spin down): 6.3 / 9.1 eV


(16)
A structure of composition C2H4Li2O. Source: the Open Molecules 2025 dataset; level of theory: ωB97M-V/def2-TZVPD.

Atoms and positions in Å:
Li (-1.217, 0.352, -0.977)
H (1.370, 0.370, 0.350)
H (-0.497, 1.031, 1.798)
H (0.737, -1.410, 0.340)
O (-0.248, -0.169, -2.288)
C (0.597, -0.359, 0.611)
C (-0.437, 0.012, 1.403)
Li (0.846, 0.903, -3.006)
H (-1.151, -0.730, 1.769)

Results
E_LUMO: -0.19 eV
Energy: -168.86449 hartree
Relative energy (zero: lowest compared OMol25 entry of this formula, charge and spin): 0.0 kJ/mol
Frontier orbital gap: 6.3 eV


(17)
A structure of composition C2H4LiORh. Source: the Open Molecules 2025 dataset; level of theory: ωB97M-V/def2-TZVPD.

Atoms and positions in Å:
H (1.408, -1.641, 0.870)
O (-0.926, 0.311, -0.518)
C (-0.364, -0.838, -0.038)
H (1.667, -0.756, -0.759)
H (-2.426, -1.133, 0.307)
Rh (0.560, 1.317, 0.006)
Li (-2.750, 0.630, -0.516)
C (1.020, -0.967, 0.105)
H (-0.851, -1.788, -0.294)

Results
Charge: +2
<S²>: 6.012
2S+1: 5
E_LUMO (spin up / spin down): -10.29 / -11.93 eV
Energy: -270.96968 hartree
Frontier orbital gap (spin up / spin down): 8.3 / 7.8 eV


(18)
A structure of composition C2H4LiOTl. Source: the Open Molecules 2025 dataset; level of theory: ωB97M-V/def2-TZVPD.

Atoms and positions in Å:
O (-0.744, -0.983, -0.319)
C (-0.509, 0.279, 0.050)
H (1.702, 1.852, -0.536)
H (1.560, 0.025, 0.523)
H (0.770, 1.536, 1.181)
Li (-1.679, -1.541, -1.940)
Tl (-0.449, -2.833, 0.429)
C (0.743, 0.749, 0.419)
H (-1.394, 0.916, 0.192)

Results
Charge: +1
<S²>: 0.797
2S+1: 2
E_LUMO (spin up / spin down): -5.15 / -5.21 eV
Energy: -333.50031 hartree
Relative energy (zero: lowest compared OMol25 entry of this formula, charge and spin): 149.9 kJ/mol
Frontier orbital gap (spin up / spin down): 5.4 / 8.2 eV


(19)
A cluster of 3 separate species, C2H4N2 in total. Source: the Open Molecules 2025 dataset; level of theory: ωB97M-V/def2-TZVPD.

Atoms and positions in Å:
N (2.344, -0.609, -0.918)
H (-1.305, 1.040, 1.727)
H (-3.041, -1.092, 1.060)
H (2.812, -0.382, -3.055)
N (0.567, 1.045, 0.489)
H (-3.458, -0.757, 1.610)
C (2.473, -0.350, -2.018)
C (-0.391, 1.105, 1.105)

Results
SMILES: [H][H].C#N.C#N
E_LUMO: 1.27 eV
Energy: -188.01607 hartree
Relative energy (zero: lowest compared OMol25 entry of this formula, charge and spin): 268.5 kJ/mol
Frontier orbital gap: 13.2 eV


(20)
An isolated molecule of C2H4N2. Source: the Open Molecules 2025 dataset; level of theory: ωB97M-V/def2-TZVPD.

Atoms and positions in Å:
C (-1.548, 0.012, 0.138)
N (-0.604, -0.671, -0.357)
H (1.376, 0.742, -0.947)
H (2.519, 0.014, 0.409)
C (1.543, 0.025, -0.098)
H (-1.399, 0.643, 0.994)
H (-2.482, -0.013, -0.440)
N (0.594, -0.752, 0.301)

Results
SMILES: C=NN=C
E_LUMO: 1.08 eV
Energy: -188.04068 hartree
Relative energy (zero: lowest compared OMol25 entry of this formula, charge and spin): 203.8 kJ/mol
Frontier orbital gap: 10.8 eV